Density functional theory data (ωB97M-V/def2-TZVPD) for 13 unconnected molecules or ions with the total composition C4H32NO15 in a non-equilibrium geometry.

```
52
C4H32NO15 ωB97M-V/def2-TZVPD
O -1.14745 1.64980 1.78371
C -1.58802 0.89849 0.90124
N -0.76241 0.19982 0.08990
C 0.73276 0.32139 0.17411
C 1.41494 1.09688 -0.97903
O 2.75076 0.70234 -1.10915
C 1.18211 -1.29229 0.34288
O 1.67379 -1.38710 1.66926
H -2.64875 0.97006 0.55116
H -1.15409 -0.08474 -0.79732
H 0.99151 0.91715 1.06749
H 0.83770 0.93591 -1.90273
H 1.54097 2.15464 -0.78000
H 3.17544 0.62464 -0.18839
H 1.81245 -1.61700 -0.44958
H 0.15905 -1.70269 0.33334
H 3.25335 -2.30694 -0.65424
H 3.84788 -1.05906 -1.29826
O 4.09666 -1.88623 -0.83118
H -1.67496 2.86045 -2.11382
H -2.60180 2.70563 -3.27614
O -2.10231 2.16292 -2.64069
H -0.72363 -0.04426 -4.49851
H -0.98541 0.94479 -3.12247
O -0.72013 0.12202 -3.56397
H 0.67525 -0.85887 3.25363
H -0.08296 0.38383 3.14118
O -0.10431 -0.43506 3.66132
H 0.99725 4.94804 1.72570
H -0.36269 4.11315 2.16677
O 0.04851 4.90259 1.81430
H -3.19488 1.25291 -1.95659
H -3.46697 -0.25425 -1.32037
O -3.84527 0.58093 -1.65876
H -1.80079 -2.01529 -1.27490
H -2.40349 -1.91949 0.19419
O -2.52500 -1.69233 -0.73518
H -1.49610 -1.36288 2.75346
H -0.49849 -2.22433 2.17415
O -1.46708 -2.13860 2.16995
H 0.41535 -4.00373 -1.18060
H 0.87997 -3.29756 -2.52281
O 1.07780 -3.99815 -1.88845
H 4.19069 -0.26584 1.10345
H 2.61642 -0.36423 1.66180
O 3.51120 0.24733 1.57639
H 0.76787 -3.89959 1.20533
H -0.70889 -3.57722 1.04065
O -0.00278 -4.10837 0.63063
H -1.73078 4.88968 -0.09978
H -0.96147 3.41828 -0.12413
O -1.42633 4.13229 -0.59507
```

Its HOMO-LUMO gap is 7.622 eV. For the strongest force on any atom, the calculation gives 0.0962 Eh/bohr. The HOMO energy is -5.442 eV. The relative energy (zero: lowest compared OMol25 entry of this formula, charge and spin) comes out at 120.52 kcal per mole. The value obtained for the LUMO energy is 2.181 eV. The multiplicity is 1. As for the total charge: -1. The value obtained for the total energy is -36871.1771 eV.

Density functional theory data (ωB97M-V/def2-TZVPD) for a gas-phase ion, C17H26ClN2O2 (charge +1).

```
48
C17H26ClN2O2 ωB97M-V/def2-TZVPD
C 1.90747 0.94813 5.32694
C 1.13482 1.44554 4.38093
C 1.57124 1.64733 2.95958
H 2.46881 1.06066 2.73045
H 1.79830 2.70645 2.79269
O 0.54067 1.37789 2.01109
C 0.01025 0.12667 1.93722
C 0.54905 -0.99576 2.56024
C -0.04014 -2.23723 2.41272
C -1.19094 -2.37389 1.65210
C -1.74495 -1.26117 1.03853
C -1.14980 -0.01423 1.15828
C -1.78549 1.16884 0.47887
N -1.19284 1.42089 -0.86470
H -0.74553 0.48544 -1.36523
C -0.04256 2.35632 -0.85541
C 0.82662 2.11844 -2.08420
H 0.27243 2.34825 -2.99520
C 1.33576 0.67647 -2.11016
N 0.22240 -0.28165 -2.21730
C -0.26091 -0.39124 -3.60133
H 0.54963 -0.73624 -4.25600
H -0.60159 0.58330 -3.95358
C -1.40979 -1.39904 -3.67785
O -0.99034 -2.66330 -3.24208
C -0.54491 -2.60516 -1.91191
H -1.37355 -2.31530 -1.25078
C 0.61363 -1.61738 -1.74454
H 1.47671 -1.97976 -2.31693
H 0.88416 -1.55596 -0.68817
H -0.21631 -3.61038 -1.64885
H -2.25869 -1.04897 -3.06694
H -1.73775 -1.51787 -4.71080
H -1.91228 1.78200 -1.49214
H 1.86295 0.47220 -1.17500
H 2.04730 0.54103 -2.93323
H 1.68168 2.79219 -2.04745
H -0.39689 3.38876 -0.81789
H 0.53274 2.15629 0.04899
H -1.65826 2.06454 1.09072
H -2.85139 0.97355 0.35571
H -2.66601 -1.36446 0.48597
Cl -1.93897 -3.91737 1.46310
H 0.38917 -3.09645 2.90136
H 1.42577 -0.90719 3.17881
H 0.12305 1.76400 4.59074
H 1.56533 0.85072 6.34148
H 2.91999 0.63410 5.13116
```

Its HOMO-LUMO gap is 9.089 eV. As for the SMILES: C=CCOc1ccc(Cl)cc1C[NH2+]CCCN1CCOCC1. For the strongest force on any atom, the calculation gives 0.0143 Eh/bohr. The HOMO energy is -11.628 eV. The relative energy (zero: lowest compared OMol25 entry of this formula, charge and spin) comes out at 11.89 kcal per mole. The value obtained for the LUMO energy is -2.538 eV. The multiplicity is 1. As for the total charge: +1. The value obtained for the total energy is -37641.7373 eV.

Density functional theory data (ωB97M-V/def2-TZVPD) for 2 unconnected molecules or ions with the total composition C4H10O.

```
15
C4H10O ωB97M-V/def2-TZVPD
C -1.20222 -0.98444 1.12082
C -0.16415 -0.20964 1.81162
C -0.51816 0.60563 2.90965
C 1.22042 -0.29807 1.40137
H -1.06718 -0.84343 0.04901
H -2.19165 -0.63177 1.40565
H -1.07577 -2.03314 1.38740
H 0.25035 0.99081 3.56062
H -1.55413 0.85846 3.09900
H 1.89166 0.23506 2.07418
H 1.41503 0.08613 0.39524
H 1.47357 -1.36435 1.31539
H 1.24981 1.09482 -6.67448
H -0.03678 1.30935 -7.37834
O 0.30919 1.18458 -6.47714
```

Its HOMO-LUMO gap (spin up / spin down) is 8.289 / 4.722 eV. For the strongest force on any atom, the calculation gives 0.0174 Eh/bohr. The HOMO energy (spin up / spin down) is -13.294 / -13.294 eV. The relative energy (zero: lowest compared OMol25 entry of this formula, charge and spin) comes out at 6.40 kcal per mole. The value obtained for the LUMO energy (spin up / spin down) is -5.005 / -8.572 eV. The multiplicity is 2. As for the total charge: +1. The value obtained for the total energy is -6348.0467 eV.